Entry 1
15 unconnected molecules or ions with the total composition H30O15. Source: the Open Molecules 2025 dataset; level of theory: ωB97M-V with the def2-TZVPD basis set.

Cartesian coordinates (Å):
O  -3.208  -1.238  1.426
H  -3.307  -0.326  1.166
H  -4.127  -1.627  1.558
O  -1.106  2.019  -1.818
H  -0.879  1.957  -2.754
H  -1.630  1.233  -1.669
O  0.125  -0.418  0.160
H  -0.706  -0.546  -0.237
H  0.594  -0.080  -0.626
O  0.504  -0.763  -2.667
H  -0.083  -1.325  -3.167
H  0.532  0.012  -3.217
O  2.640  -2.150  -1.812
H  1.783  -1.754  -1.967
H  2.417  -3.119  -1.726
O  1.838  -1.333  2.711
H  1.857  -1.134  3.671
H  0.968  -1.615  2.522
O  0.406  -3.137  -0.186
H  0.353  -2.158  -0.103
H  -0.418  -3.423  0.162
O  -0.863  1.268  2.075
H  -0.692  0.752  2.910
H  -0.429  0.798  1.364
O  2.276  1.346  2.194
H  1.984  0.397  2.239
H  1.629  1.803  1.650
O  1.796  1.599  -3.021
H  2.286  2.383  -2.969
H  1.835  1.107  -2.136
O  0.818  2.697  0.139
H  1.165  3.576  0.108
H  0.402  2.501  -0.750
O  3.122  1.160  -0.731
H  3.835  1.731  -0.870
H  2.575  1.607  -0.029
O  -3.196  1.496  0.391
H  -3.268  2.402  0.244
H  -2.394  1.558  0.837
O  -0.997  -1.807  2.957
H  -1.729  -1.713  2.327
H  -1.003  -2.756  3.099
O  -2.177  -1.105  -1.202
H  -2.689  -0.445  -1.669
H  -2.828  -1.426  -0.578

Computed properties:
Frontier orbital gap = 9.531 eV
Charge = 0
LUMO level = -0.0111 hartree
Multiplicity = 1

Entry 2
15 unconnected molecules or ions with the total composition H30O15. Source: the Open Molecules 2025 dataset; level of theory: ωB97M-V with the def2-TZVPD basis set.

Cartesian coordinates (Å):
H  -0.163  -0.714  0.468
H  -0.267  0.802  0.455
H  1.959  -3.513  2.000
H  2.393  -4.524  3.048
H  -3.958  -0.300  -1.747
H  -3.049  -1.289  -1.034
H  -2.567  1.184  3.401
H  -3.705  1.942  2.736
H  -0.773  1.253  -1.044
H  -0.049  1.602  -2.334
H  0.761  -2.852  -0.890
H  0.193  -3.054  -2.285
H  -1.519  -2.709  -3.618
H  -2.752  -1.870  -3.327
H  -4.090  -1.472  1.871
H  -3.216  -2.307  0.949
H  0.667  4.680  -1.150
H  0.351  4.406  0.311
H  1.239  2.341  1.348
H  1.842  2.821  2.658
H  1.005  0.194  1.738
H  1.767  -0.629  2.764
H  1.841  -0.987  -1.221
H  2.961  -0.464  -0.337
H  4.548  -2.926  -0.260
H  3.222  -2.879  0.481
H  3.396  2.178  -3.002
H  2.881  0.892  -2.378
H  -3.438  3.153  -0.613
H  -3.636  4.219  0.452
O  -0.573  0.015  -0.010
O  2.669  -3.704  2.623
O  -3.303  -0.359  -1.041
O  -2.861  2.075  3.182
O  -0.588  0.915  -1.928
O  0.888  -3.366  -1.695
O  -2.331  -2.706  -3.099
O  -3.265  -1.971  1.851
O  -0.040  4.753  -0.499
O  2.050  2.700  1.725
O  0.909  -0.561  2.330
O  2.799  -1.007  -1.116
O  4.082  -2.447  0.434
O  3.420  1.667  -2.185
O  -3.588  4.099  -0.503

Computed properties:
Frontier orbital gap = 9.816 eV
Charge = 0
LUMO level = -0.0162 hartree
Multiplicity = 1

Entry 3
15 unconnected molecules or ions with the total composition H30O15. Source: the Open Molecules 2025 dataset; level of theory: ωB97M-V with the def2-TZVPD basis set.

Cartesian coordinates (Å):
H  -0.264  -0.336  -0.657
H  0.420  0.158  0.607
H  5.388  -0.791  0.249
H  4.430  -0.243  -0.796
H  2.445  0.324  4.215
H  3.521  -0.409  5.000
H  4.899  1.117  0.499
H  3.442  0.683  0.516
H  -2.708  -3.151  2.929
H  -1.347  -3.793  2.717
H  2.356  -2.579  0.319
H  2.558  -4.073  0.124
H  -2.448  0.537  1.850
H  -3.170  1.737  2.440
H  2.675  -1.832  -3.253
H  1.285  -1.521  -3.784
H  -1.145  3.705  -1.119
H  0.218  3.625  -1.787
H  -0.932  -3.821  -1.962
H  -0.344  -2.428  -2.121
H  0.602  1.470  -1.927
H  1.540  2.179  -0.965
H  -4.514  -0.119  -0.750
H  -4.524  0.699  -2.031
H  -0.015  4.373  -0.005
H  -0.146  5.878  0.163
H  -4.392  -0.022  1.210
H  -5.427  -1.026  1.692
H  -2.206  -1.383  -0.752
H  -2.357  -2.455  0.315
O  -0.443  -0.093  0.258
O  5.366  -0.289  -0.574
O  3.377  0.373  4.455
O  4.291  0.512  0.939
O  -1.901  -3.068  2.408
O  1.944  -3.432  0.499
O  -2.601  1.477  1.707
O  2.199  -1.636  -4.068
O  -0.626  4.087  -1.836
O  -0.837  -3.104  -2.600
O  0.615  2.135  -1.229
O  -4.474  0.788  -1.072
O  0.510  5.177  0.077
O  -5.343  -0.168  1.261
O  -2.056  -2.322  -0.592

Computed properties:
Frontier orbital gap = 8.846 eV
Charge = 0
LUMO level = -0.0389 hartree
Multiplicity = 1

The winner here is entry 1, beating the second structure by 77.4 kcal/mol.

Entry 1
A molecular structure, H30O15. Source: the Open Molecules 2025 dataset; level of theory: ωB97M-V with the def2-TZVPD basis set.

Cartesian coordinates (Å):
H  1.745  -1.081  0.217
H  0.852  -0.185  1.029
H  0.916  1.783  0.284
H  1.098  1.010  -0.987
H  -4.170  -0.476  0.206
H  -3.145  -0.752  -0.991
H  1.831  3.278  -1.715
H  2.456  2.419  -0.720
H  3.249  -1.776  -4.527
H  4.607  -1.736  -3.729
H  1.266  -4.008  1.349
H  1.476  -2.670  0.630
H  1.424  0.911  4.048
H  1.765  2.414  4.044
H  -4.037  2.453  1.549
H  -2.621  2.149  1.840
H  -0.737  1.477  -3.433
H  -1.252  1.293  -1.976
H  6.038  -0.720  -0.613
H  4.556  -0.915  -0.336
H  -1.012  -2.302  0.565
H  -0.347  -1.424  1.656
H  -1.763  3.944  -0.058
H  -0.614  3.055  0.484
H  -1.306  2.010  4.731
H  -1.321  1.523  3.194
H  -1.147  -4.161  -2.912
H  -1.658  -3.172  -1.998
H  -3.454  -2.752  -1.731
H  -3.620  -2.746  -0.273
O  0.766  -0.729  0.250
O  0.588  0.936  -0.192
O  -4.116  -0.482  -0.742
O  2.290  3.362  -0.915
O  3.664  -1.651  -3.637
O  0.916  -3.133  1.168
O  1.151  1.794  3.842
O  -3.107  2.861  1.481
O  -0.676  0.959  -2.628
O  5.291  -0.246  -0.273
O  -1.235  -1.756  1.312
O  -0.996  3.464  -0.311
O  -1.104  2.226  3.766
O  -1.414  -4.094  -2.032
O  -3.096  -2.355  -0.914

Computed properties:
Frontier orbital gap = 7.774 eV
Charge = 0
LUMO level = -0.0059 hartree
Multiplicity = 1

Entry 2
15 unconnected molecules or ions with the total composition H30O15. Source: the Open Molecules 2025 dataset; level of theory: ωB97M-V with the def2-TZVPD basis set.

Cartesian coordinates (Å):
H  -0.431  -1.800  -0.147
H  -1.192  -0.587  -0.567
H  2.184  0.489  2.829
H  1.151  0.355  3.910
H  0.302  2.397  -0.008
H  0.468  3.159  -1.349
H  -2.740  0.313  2.673
H  -2.592  0.725  4.119
H  2.707  1.302  -1.656
H  3.532  2.077  -2.690
H  2.302  -2.808  1.327
H  3.211  -1.698  1.414
H  2.829  1.744  0.698
H  2.282  2.512  -0.508
H  1.106  -0.652  -3.545
H  2.188  -1.399  -2.707
H  -1.148  -2.143  1.767
H  -1.067  -0.694  2.001
H  -2.356  1.426  -2.628
H  -3.429  1.807  -3.635
H  -3.883  -0.886  -1.411
H  -3.068  0.332  -1.561
H  -5.172  -2.412  -1.046
H  -6.605  -2.783  -0.741
H  2.123  -3.273  -0.236
H  1.989  -4.810  -0.381
H  -0.998  4.504  1.501
H  -1.197  3.056  0.981
H  4.394  -0.322  -0.479
H  3.021  -0.859  -1.042
O  -0.521  -0.903  0.139
O  1.566  -0.079  3.119
O  0.037  3.256  -0.504
O  -2.749  1.108  3.264
O  3.605  1.624  -1.862
O  3.130  -2.613  1.098
O  2.996  2.515  0.162
O  1.169  -1.343  -2.843
O  -0.688  -1.578  2.359
O  -3.312  1.360  -2.789
O  -3.151  -0.514  -1.933
O  -5.859  -2.183  -0.433
O  1.686  -4.072  0.080
O  -1.508  3.668  1.645
O  3.610  -0.131  -1.111

Computed properties:
Frontier orbital gap = 9.279 eV
Charge = 0
LUMO level = -0.0189 hartree
Multiplicity = 1

Entry 3
15 unconnected molecules or ions with the total composition H30O15. Source: the Open Molecules 2025 dataset; level of theory: ωB97M-V with the def2-TZVPD basis set.

Cartesian coordinates (Å):
O  1.646  -1.199  -2.283
H  2.469  -1.575  -2.563
H  1.947  -0.305  -2.167
O  2.035  1.619  -1.686
H  2.434  2.459  -1.485
H  1.903  1.407  -0.761
O  1.060  -0.303  2.924
H  0.326  0.337  2.924
H  1.516  -0.192  2.134
O  -2.254  -1.596  0.374
H  -2.428  -0.805  0.885
H  -2.497  -1.298  -0.538
O  -0.449  -3.082  -2.730
H  -0.727  -3.869  -2.155
H  0.242  -2.582  -2.258
O  0.299  3.378  0.958
H  0.232  3.241  0.014
H  1.080  2.945  1.253
O  -2.635  -1.347  -2.077
H  -3.153  -2.153  -2.038
H  -1.760  -1.707  -2.310
O  0.208  0.239  0.185
H  -0.639  0.639  0.101
H  0.103  -0.579  -0.247
O  -2.102  1.488  -0.278
H  -1.619  1.431  -1.158
H  -2.913  1.060  -0.395
O  2.836  -1.011  0.819
H  2.152  -1.606  0.647
H  3.396  -1.264  1.530
O  0.540  -2.787  0.182
H  0.627  -3.499  0.768
H  -0.360  -2.539  0.374
O  2.607  1.717  1.284
H  3.547  1.661  1.213
H  2.273  0.840  1.095
O  -2.562  0.267  2.328
H  -3.351  0.635  2.679
H  -2.555  -0.585  2.670
O  -0.613  1.933  2.968
H  -0.379  2.413  2.166
H  -1.388  1.407  2.669
O  -0.716  1.693  -2.452
H  0.214  1.933  -2.353
H  -0.584  1.136  -3.191

Computed properties:
Frontier orbital gap = 9.849 eV
Charge = 0
LUMO level = 0.0042 hartree
Multiplicity = 1

Entry 4
15 unconnected molecules or ions with the total composition H30O15. Source: the Open Molecules 2025 dataset; level of theory: ωB97M-V with the def2-TZVPD basis set.

Cartesian coordinates (Å):
O  -0.007  -0.636  -2.875
H  -0.149  -0.720  -1.930
H  0.530  -1.415  -2.937
O  0.360  -1.841  3.900
H  -0.283  -2.473  3.594
H  0.216  -0.998  3.449
O  0.159  3.322  2.021
H  0.324  3.748  1.178
H  0.205  2.384  1.853
O  2.645  0.141  -2.239
H  2.394  -0.630  -1.695
H  3.282  -0.154  -2.873
O  -2.257  1.357  3.273
H  -1.858  1.148  4.112
H  -2.017  0.774  2.544
O  -2.529  -1.919  -0.835
H  -2.778  -1.460  -1.638
H  -3.173  -2.655  -0.872
O  0.834  2.287  -2.699
H  1.326  1.447  -2.679
H  1.421  3.019  -2.821
O  2.456  0.864  0.785
H  3.328  0.517  0.981
H  1.980  0.421  0.046
O  -2.819  0.776  -1.949
H  -2.852  1.713  -1.634
H  -2.178  0.854  -2.680
O  0.033  -3.033  -1.318
H  -0.805  -2.586  -1.139
H  -0.061  -3.745  -1.925
O  -1.543  -1.215  1.786
H  -1.111  -2.028  1.542
H  -2.092  -1.035  1.081
O  0.647  0.795  2.815
H  1.077  1.205  3.576
H  1.338  0.729  2.165
O  0.075  -0.104  -0.139
H  -0.289  0.742  -0.433
H  -0.508  -0.332  0.631
O  2.572  -2.214  -0.377
H  1.595  -2.203  -0.413
H  3.004  -2.805  -0.985
O  -0.933  2.366  -0.572
H  -0.989  3.209  -0.251
H  -0.570  2.385  -1.427

Computed properties:
Frontier orbital gap = 10.124 eV
Charge = 0
LUMO level = -0.0048 hartree
Multiplicity = 1

The winner here is entry 3, beating the second structure by 3.7 kcal/mol.